{
  "formula": "H28O14",
  "method": "ωB97M-V/def2-TZVPD",
  "multiplicity": 1,
  "lumo_energy_ha": -0.0081,
  "homo_lumo_gap_ev": 9.961,
  "species": ["O", "H", "H", "O", "H", "H", "O", "H", "H", "O", "H", "H", "O", "H", "H", "O", "H", "H", "O", "H", "H", "O", "H", "H", "O", "H", "H", "O", "H", "H", "O", "H", "H", "O", "H", "H", "O", "H", "H", "O", "H", "H"],
  "xyz": [[0.86, -2.94, 0.11], [0.15, -3.55, 0.10], [0.49, -2.07, 0.30], [-1.39, 2.98, -0.19], [-1.58, 2.29, 0.47], [-1.45, 2.53, -1.06], [2.43, 1.61, -1.34], [3.37, 1.83, -1.48], [2.22, 1.81, -0.40], [-0.07, -1.84, -2.62], [0.78, -1.52, -2.28], [0.26, -2.65, -3.06], [2.99, -0.79, 0.77], [3.17, -0.88, 1.69], [1.99, -0.74, 0.78], [2.31, -0.94, -2.18], [2.16, -0.20, -1.57], [2.59, -0.55, -3.01], [-0.62, 1.19, -2.12], [-1.30, 0.69, -2.52], [-0.13, 1.58, -2.87], [-2.18, -2.58, -0.93], [-1.96, -2.43, 0.03], [-1.36, -2.36, -1.41], [1.39, 2.08, 1.21], [1.06, 3.02, 1.25], [2.28, 2.22, 1.53], [0.22, -0.15, 0.05], [-0.07, 0.57, 0.60], [0.07, 0.15, -0.83], [0.41, 0.84, 3.69], [0.78, 0.03, 3.72], [0.76, 1.23, 2.88], [-1.82, 1.30, 1.92], [-2.74, 1.53, 2.04], [-1.36, 1.78, 2.63], [-1.60, -1.76, 1.66], [-2.25, -1.99, 2.40], [-1.63, -0.84, 1.55], [-3.05, 0.12, -0.73], [-3.43, 0.19, 0.15], [-2.74, -0.79, -0.90]]
}

{
  "formula": "H28O14",
  "method": "ωB97M-V/def2-TZVPD",
  "multiplicity": 1,
  "lumo_energy_ha": -0.0125,
  "homo_lumo_gap_ev": 9.784,
  "species": ["O", "H", "H", "O", "H", "H", "O", "H", "H", "O", "H", "H", "O", "H", "H", "O", "H", "H", "O", "H", "H", "O", "H", "H", "O", "H", "H", "O", "H", "H", "O", "H", "H", "O", "H", "H", "O", "H", "H", "O", "H", "H"],
  "xyz": [[3.12, -0.09, 0.02], [2.20, 0.07, -0.03], [3.26, -0.73, 0.71], [1.46, 0.27, -3.30], [0.53, 0.25, -2.99], [1.72, -0.61, -3.58], [0.40, -2.71, -0.16], [-0.49, -3.08, -0.02], [0.67, -3.25, -0.89], [1.60, 0.60, 2.66], [2.48, 0.25, 2.66], [1.60, 1.30, 2.01], [-0.56, -1.90, -2.87], [-0.92, -1.44, -3.72], [-1.09, -1.49, -2.15], [0.36, 0.16, -0.26], [-0.21, 0.71, 0.33], [0.30, -0.73, 0.03], [-1.24, 1.92, 1.12], [-0.94, 2.71, 1.51], [-1.51, 1.58, 1.96], [2.57, -2.50, 1.71], [1.67, -2.50, 1.52], [2.96, -3.29, 1.38], [1.80, 2.96, 0.67], [1.56, 3.82, 1.02], [1.29, 2.88, -0.15], [-2.56, 2.98, -0.88], [-2.69, 3.92, -0.98], [-1.93, 2.69, -0.19], [-1.27, 1.26, -2.40], [-0.43, 1.27, -1.93], [-1.82, 1.92, -1.93], [-2.51, -0.91, 1.61], [-1.64, -1.03, 2.00], [-2.42, -0.92, 0.67], [-2.48, -0.93, -1.11], [-2.02, -0.18, -1.44], [-3.27, -0.99, -1.68], [-0.05, -1.59, 2.75], [-0.11, -1.75, 3.65], [0.60, -0.90, 2.66]]
}

{
  "formula": "H28O14",
  "method": "ωB97M-V/def2-TZVPD",
  "multiplicity": 1,
  "lumo_energy_ha": -0.0106,
  "homo_lumo_gap_ev": 9.444,
  "species": ["H", "H", "H", "H", "H", "H", "H", "H", "H", "H", "H", "H", "H", "H", "H", "H", "H", "H", "H", "H", "H", "H", "H", "H", "H", "H", "H", "H", "O", "O", "O", "O", "O", "O", "O", "O", "O", "O", "O", "O", "O", "O"],
  "xyz": [[-0.25, -0.38, -0.28], [0.95, -0.39, 0.65], [1.42, 3.74, 1.31], [2.33, 3.73, 2.52], [3.99, 1.65, 1.49], [2.82, 0.94, 0.83], [1.56, -2.90, -0.17], [1.30, -4.16, 0.64], [-3.55, -2.73, 1.92], [-2.06, -2.42, 2.03], [1.64, 0.76, -2.86], [0.92, -0.40, -2.19], [2.60, -2.81, -2.06], [2.41, -4.16, -1.38], [-1.66, 2.44, -2.87], [-1.52, 1.43, -1.74], [2.62, -0.63, 2.94], [2.01, 0.39, 3.89], [-3.09, 3.08, 0.30], [-2.70, 3.26, -1.16], [-2.33, 1.95, 2.08], [-2.60, 0.84, 1.08], [-0.43, -0.92, -4.26], [-0.87, -2.34, -3.94], [-1.81, -4.21, -1.00], [-2.63, -2.98, -0.67], [-0.87, 3.16, 2.59], [-0.26, 2.56, 1.34], [0.50, 0.15, -0.01], [2.02, 4.30, 1.81], [3.16, 1.82, 1.03], [1.14, -3.21, 0.64], [-2.81, -2.35, 1.43], [0.77, 0.48, -2.55], [1.98, -3.55, -1.99], [-1.08, 1.75, -2.53], [2.21, -0.55, 3.81], [-3.47, 3.13, -0.59], [-1.88, 1.35, 1.47], [-0.08, -1.79, -4.05], [-2.12, -3.38, -1.38], [-0.28, 3.37, 1.86]]
}

{
  "formula": "H28O14",
  "method": "ωB97M-V/def2-TZVPD",
  "multiplicity": 1,
  "lumo_energy_ha": -0.0206,
  "homo_lumo_gap_ev": 9.608,
  "species": ["O", "H", "H", "O", "H", "H", "O", "H", "H", "O", "H", "H", "O", "H", "H", "O", "H", "H", "O", "H", "H", "O", "H", "H", "O", "H", "H", "O", "H", "H", "O", "H", "H", "O", "H", "H", "O", "H", "H", "O", "H", "H"],
  "xyz": [[1.96, 2.04, 2.86], [2.73, 2.43, 2.48], [1.41, 1.84, 2.09], [-3.64, -2.30, -1.85], [-2.74, -2.52, -1.73], [-3.42, -1.40, -1.97], [1.88, 3.56, 0.41], [1.68, 4.16, 1.14], [1.23, 2.86, 0.38], [2.65, 0.86, -2.36], [1.91, 0.58, -2.91], [2.59, 0.45, -1.51], [-0.71, 2.38, -1.53], [-0.83, 1.58, -1.01], [0.22, 2.26, -1.65], [-2.92, 0.75, 1.14], [-2.88, -0.15, 0.81], [-3.78, 0.86, 1.55], [2.08, -2.17, 0.84], [2.85, -2.63, 1.22], [1.51, -1.73, 1.55], [-0.36, -0.25, -0.53], [0.49, 0.00, -0.08], [-0.79, -1.01, -0.15], [2.16, 0.48, 0.38], [2.84, 0.94, 0.91], [2.29, -0.48, 0.49], [0.26, -0.15, -3.29], [-0.57, 0.05, -3.74], [-0.07, -0.34, -2.41], [0.30, -1.06, 2.31], [-0.03, -1.73, 2.87], [0.72, -0.37, 2.84], [-2.35, -1.87, 0.94], [-1.82, -2.64, 0.84], [-3.08, -2.06, 1.53], [-1.01, -3.02, -2.00], [-0.16, -2.81, -1.54], [-0.77, -2.89, -2.89], [-0.24, 1.96, 1.29], [-0.60, 1.10, 1.29], [-0.97, 2.49, 0.99]]
}

{
  "formula": "H29MnO16P",
  "method": "ωB97M-V/def2-TZVPD",
  "multiplicity": 6,
  "lumo_energy_ha": [-0.4484, -0.4392],
  "homo_lumo_gap_ev": [4.055, 4.735],
  "s_squared": 8.98,
  "total_charge": 4,
  "species": ["O", "H", "H", "H", "O", "H", "H", "H", "O", "H", "H", "H", "O", "H", "H", "H", "O", "H", "H", "H", "Mn", "P", "O", "O", "O", "O", "O", "H", "H", "O", "H", "H", "O", "H", "H", "O", "H", "H", "O", "H", "H", "O", "H", "H", "O", "H", "H"],
  "xyz": [[-2.42, -4.40, -0.74], [-3.00, -4.28, -1.49], [-1.77, -3.70, -0.67], [-2.90, -4.39, 0.09], [3.44, -2.44, -1.19], [3.26, -2.83, -2.05], [3.79, -1.56, -1.36], [2.64, -2.42, -0.65], [-0.87, -1.19, -5.16], [-0.08, -1.72, -5.11], [-1.10, -0.83, -4.29], [-1.60, -1.71, -5.50], [-5.09, 0.58, -1.18], [-5.64, -0.13, -0.85], [-5.19, 0.78, -2.11], [-4.19, 0.24, -1.16], [-2.96, -1.27, 4.12], [-3.64, -0.77, 4.57], [-3.31, -2.06, 3.70], [-2.58, -0.73, 3.43], [0.05, 3.47, 1.46], [-0.39, -0.26, 0.11], [0.77, 0.82, -0.14], [0.16, -1.60, 0.63], [-1.28, -0.55, -1.15], [-1.20, 0.56, 1.08], [1.76, 5.77, -0.33], [1.19, 6.53, -0.42], [2.31, 5.79, -1.12], [1.62, 2.74, -3.80], [1.41, 2.35, -2.95], [2.27, 3.42, -3.61], [-2.58, 4.73, -0.64], [-2.59, 4.86, -1.59], [-3.30, 5.26, -0.31], [2.72, -1.59, 4.29], [2.31, -1.89, 3.47], [2.79, -2.38, 4.82], [0.43, -5.56, 2.80], [0.48, -4.61, 2.68], [0.26, -5.68, 3.73], [5.12, 1.44, -1.00], [4.27, 1.57, -0.57], [5.70, 2.06, -0.57], [2.64, 2.73, 3.53], [3.50, 3.09, 3.74], [2.80, 1.78, 3.45]]
}

{
  "formula": "H29O14",
  "method": "ωB97M-V/def2-TZVPD",
  "multiplicity": 2,
  "lumo_energy_ha": [-0.0038, -0.0129],
  "homo_lumo_gap_ev": [3.111, 9.770],
  "s_squared": 0.75,
  "species": ["O", "H", "O", "H", "H", "O", "H", "H", "O", "H", "H", "O", "H", "H", "O", "H", "H", "O", "H", "H", "O", "H", "H", "O", "H", "H", "O", "H", "H", "O", "H", "H", "O", "H", "H", "O", "H", "H", "O", "H", "H", "H", "H"],
  "xyz": [[-0.04, -0.31, 0.68], [0.81, -0.75, 0.91], [-2.03, -3.68, -1.48], [-2.28, -4.58, -1.33], [-2.55, -3.65, -2.35], [-0.39, 2.24, 1.34], [-2.44, 2.41, -1.03], [-1.32, 2.22, 1.00], [2.81, -0.63, -1.70], [2.92, -1.45, -2.21], [2.95, -0.71, -0.83], [2.69, 0.75, -3.87], [3.64, 0.84, -3.52], [2.01, 1.17, -3.30], [0.42, -2.72, 1.30], [-0.36, -2.78, 0.75], [0.47, -1.85, 1.81], [0.29, -0.06, -2.43], [0.65, -0.23, -3.29], [1.11, -0.14, -1.87], [2.69, -1.75, 3.33], [2.59, -2.35, 3.91], [3.23, -2.14, 2.68], [0.94, 3.69, -0.12], [1.80, 3.73, -0.38], [0.74, 2.64, 0.22], [-2.89, -0.76, -1.15], [-2.98, -1.04, -0.21], [-3.70, -0.87, -1.68], [-2.29, 1.60, -0.61], [-0.30, 1.19, 1.42], [-1.46, 3.90, -0.72], [-1.12, 3.78, -1.54], [0.16, 3.45, -1.18], [-1.68, 2.85, -1.88], [-1.04, -2.92, 3.63], [-1.62, -2.77, 2.96], [-0.19, -2.51, 3.06], [-0.26, 1.18, 3.53], [0.66, 0.73, 3.70], [0.13, 2.09, 3.84], [-0.50, -0.53, -0.20], [-2.30, 0.77, -1.19]]
}

{
  "formula": "H2IO",
  "method": "ωB97M-V/def2-TZVPD",
  "multiplicity": 1,
  "lumo_energy_ha": 0.1428,
  "homo_lumo_gap_ev": 7.313,
  "total_charge": -1,
  "species": ["O", "H", "H", "I"],
  "xyz": [[-2.57, -1.95, -0.58], [-2.05, -1.19, -0.24], [-1.96, -2.71, -0.53], [1.12, 0.81, 0.21]]
}

{
  "formula": "H2IO",
  "method": "ωB97M-V/def2-TZVPD",
  "multiplicity": 1,
  "lumo_energy_ha": 0.1297,
  "homo_lumo_gap_ev": 6.840,
  "total_charge": -1,
  "species": ["O", "H", "H", "I"],
  "xyz": [[1.72, 0.14, -0.22], [0.81, 0.50, -0.16], [1.68, -0.73, 0.24], [-4.21, 0.09, 0.13]]
}

{
  "formula": "H2IOPS2",
  "method": "ωB97M-V/def2-TZVPD",
  "multiplicity": 1,
  "lumo_energy_ha": -0.0731,
  "homo_lumo_gap_ev": 7.008,
  "species": ["O", "P", "S", "S", "I", "H", "H"],
  "xyz": [[0.10, -0.26, 1.54], [-0.09, 0.07, 0.00], [0.98, 2.13, -0.05], [0.93, -1.44, -1.08], [-2.53, -0.44, -0.13], [0.13, 0.60, 1.77], [0.48, -0.67, -2.05]]
}

{
  "formula": "H2InO",
  "method": "ωB97M-V/def2-TZVPD",
  "multiplicity": 2,
  "lumo_energy_ha": [-1.1883, -1.1875],
  "homo_lumo_gap_ev": [9.527, 9.397],
  "s_squared": 0.76,
  "total_charge": 4,
  "species": ["In", "O", "H", "H"],
  "xyz": [[2.42, 0.17, -0.23], [-0.43, -0.16, 0.12], [-0.98, -0.21, -0.67], [-1.01, 0.20, 0.78]]
}

{
  "formula": "H2LiO",
  "method": "ωB97M-V/def2-TZVPD",
  "multiplicity": 1,
  "lumo_energy_ha": -0.1938,
  "homo_lumo_gap_ev": 12.210,
  "total_charge": 1,
  "species": ["O", "H", "H", "Li"],
  "xyz": [[-0.06, -0.45, -0.06], [0.11, -0.22, -1.00], [0.73, -0.95, 0.22], [-0.78, 1.63, 0.85]]
}

{
  "formula": "H2N2O3",
  "method": "ωB97M-V/def2-TZVPD",
  "multiplicity": 1,
  "lumo_energy_ha": 0.0108,
  "homo_lumo_gap_ev": 10.385,
  "species": ["O", "N", "N", "O", "O", "H", "H"],
  "xyz": [[-0.82, -1.57, -0.77], [0.14, -0.79, -0.85], [0.08, 0.26, -0.10], [0.92, 1.25, -0.07], [-1.04, 0.41, 0.88], [1.85, 0.98, -0.06], [-1.14, -0.54, 0.98]]
}

The calculation returns the following E values, one per record and in order: -29120.5473; -29120.3670; -29117.6099; -29119.8726; -73789.6935; -29126.2321; -10183.1949; -10183.0674; -41139.7875; -7175.5126; -2278.8778; -9148.9516 eV.
The calculation returns the following molecular weight values, one per record and in order: 252.21; 252.21; 252.21; 252.21; 371.13; 253.22; 144.92; 144.92; 240.03; 132.83; 24.96; 78.03 g mol⁻¹.
The calculation returns the following relative energy (zero: lowest compared OMol25 entry of this formula, charge and spin) values, one per record and in order: 1.104; 1.285; 4.042; 1.779; 11.366; 4.986; 0.198; 0.326; 1.617; 0.256; 0.456; 1.287 eV.